No. 1
29
Properties=species:S:1:pos:R:3:forces:R:3:mulliken_charge:R:1 method="wB97M-V/def2-TZVPD" orbital_gap_ev="4.5088 / 5.2825" largest_force_ha_per_bohr=0.059 total_charge=0 spin_multiplicity=5 e_homo_ha="-0.213 / -0.301"
La -0.179852 0.496194 -3.001690 -0.47 -0.71 2.06 1.32
Cl 0.510211 -1.414757 -1.179795 0.07 -0.27 -0.73 -0.50
C 1.804313 1.502944 -3.066816 0.26 2.32 -1.94 -1.12
C -1.354736 -0.958491 -4.235192 -1.04 1.06 -2.33 -1.14
H 1.531551 1.776829 -4.105998 0.85 0.22 0.38 0.32
H 1.635304 2.225112 -2.336277 0.66 1.41 1.15 0.37
H 2.394535 0.677242 -2.922613 1.84 -1.64 0.44 0.35
H -1.138511 -0.287550 -5.089168 -0.48 -0.75 -0.12 0.30
H -2.287636 -0.856053 -3.787327 -1.84 -0.53 0.25 0.36
H -0.756890 -1.786374 -4.111652 0.93 -2.13 0.08 0.37
Pd -0.867954 0.227966 0.122249 1.67 1.11 -1.19 -0.42
C -2.334726 -0.754153 1.065326 -1.51 -1.24 0.63 -1.08
C -1.635779 1.458905 -1.360970 -0.04 -0.94 0.62 -1.31
H -3.263478 -0.319873 0.698175 -0.18 -0.04 0.07 0.30
H -2.282279 -1.827529 0.861360 -0.07 0.19 0.14 0.25
H -2.159354 -0.536545 2.117720 -0.23 -0.12 0.05 0.35
H -2.551826 1.205293 -1.871894 -0.64 1.03 -0.28 0.49
H -1.056318 2.367303 -1.336554 -0.59 1.08 -0.54 0.44
F 0.102794 -2.511552 1.639526 0.23 0.53 0.34 -0.33
C 0.601959 -1.382220 2.208911 1.05 -0.20 1.60 0.99
C 0.380745 -0.135641 1.684861 -0.21 -0.15 -0.19 -0.72
C 0.901236 0.970487 2.288378 0.90 -0.03 1.35 0.83
F 0.680624 2.221495 1.766769 0.15 -0.47 0.29 -0.28
C 1.671678 0.867273 3.462028 -0.55 0.29 -0.85 0.17
F 2.175696 1.966597 4.051100 0.00 -0.33 0.02 -0.31
C 1.894298 -0.395906 4.001094 0.16 0.07 0.23 0.48
F 2.625704 -0.517489 5.128647 -0.22 0.02 -0.34 -0.31
C 1.370937 -1.529747 3.393298 -0.75 -0.15 -1.18 0.15
F 1.587758 -2.749757 3.916491 0.05 0.37 0.01 -0.31

=====

No. 2
24
Properties=species:S:1:pos:R:3:forces:R:3:nbo_charge:R:1 method="wB97M-V/def2-TZVPD" orbital_gap_ev="6.4813 / 6.4796" largest_force_ha_per_bohr=0.104 total_charge=+1 spin_multiplicity=1 e_homo_ha="-0.433 / -0.433"
C -3.668427 1.076238 -0.311573 -0.82 2.08 0.77 -0.21
C -2.675227 0.023029 -0.264106 1.15 0.66 -0.08 -0.23
C -3.288423 -1.241209 -0.160701 -3.28 2.18 0.54 0.21
C -4.969843 0.723059 -0.099993 2.69 0.09 -0.60 -0.28
C -1.359200 0.501653 -0.218030 0.34 -2.64 -0.56 0.08
C -0.056509 -0.109166 -0.309056 -1.91 -1.98 -0.89 -0.33
C -3.025275 -3.532399 0.443309 -1.67 2.65 2.25 0.09
C 2.391203 -0.188655 -0.522949 1.51 4.68 2.07 -0.66
C 1.290273 1.916285 0.365599 0.97 -1.61 -0.08 -0.67
C 1.133025 0.511067 -0.160156 0.11 0.92 -0.77 0.25
N -3.001226 -2.471554 -0.207311 2.11 -1.67 -0.68 -0.35
S -5.083914 -1.012122 -0.024692 0.84 -0.41 0.04 0.45
Cl -6.286633 1.734757 0.086954 -0.63 0.23 -0.03 0.14
H -3.278198 2.156120 -0.346038 -1.10 -1.74 -0.02 0.24
H -1.426805 1.524046 -0.321408 0.57 2.32 0.26 0.20
H -3.065913 -4.381621 -0.070363 0.64 -3.74 -2.06 0.19
H -3.369876 -3.575827 1.484021 0.62 0.28 0.13 0.19
H 3.192587 0.590950 -0.774335 -1.09 -1.06 0.31 0.23
H 2.411480 -0.869027 -1.243482 -0.68 -2.90 -3.23 0.24
H 2.752169 -0.664102 0.344022 0.61 -0.68 1.38 0.25
H 2.140944 2.454576 0.008459 0.51 0.09 -1.02 0.25
H 1.582535 1.827828 1.383075 -0.12 -0.20 1.40 0.26
H 0.454289 2.528445 0.306059 -1.69 0.92 -0.07 0.23
H -0.094382 -1.180670 -0.721088 0.33 1.53 0.94 0.23

=====

No. 3
25
Properties=species:S:1:pos:R:3:forces:R:3:nbo_charge:R:1 method="wB97M-V/def2-TZVPD" orbital_gap_ev=8.9851 largest_force_ha_per_bohr=0.072 total_charge=0 spin_multiplicity=1 e_homo_ha=-0.309 smiles="C[C@@H]([C@]1(C)[C@@]23C=C[C@]21C=C3)S(=O)(=O)F"
C 0.639545 -1.421423 -1.742462 1.01 -1.95 -0.81 -0.64
C -0.142776 -0.286775 -1.114760 3.25 0.06 -0.78 -0.47
C 0.258908 0.133082 0.249802 -0.06 -0.04 1.71 0.03
C 1.682291 0.680995 0.370875 1.08 -1.89 -1.59 -0.64
C -0.819472 0.710093 1.086233 -0.01 -1.10 1.09 -0.07
C -0.259404 0.948458 2.524554 -1.07 0.42 -0.36 -0.18
C 0.176406 -0.304507 2.678292 1.06 1.31 3.11 -0.20
C -0.269511 -0.847617 1.397334 1.37 1.01 -1.85 -0.11
C -1.671656 -1.241990 1.168527 -0.54 -0.70 -0.14 -0.19
C -2.148228 -0.055052 0.855937 0.87 1.18 0.92 -0.18
S -0.020204 1.182602 -2.093178 -0.15 -0.08 -3.71 2.40
O 1.258758 1.616980 -2.536493 0.31 -0.19 0.91 -0.89
O -1.040602 2.054063 -1.697207 -0.75 1.41 1.36 -0.90
F -0.656735 0.649534 -3.500792 0.38 -0.54 0.79 -0.52
H 1.668465 -1.048938 -1.967936 -0.46 -0.70 0.64 0.23
H 0.272070 -1.548932 -2.792303 -0.09 -0.38 0.99 0.24
H 0.663853 -2.510863 -1.161054 -0.21 3.24 -1.35 0.25
H -1.141463 -0.393045 -1.224853 -3.25 -0.81 0.10 0.26
H 2.140620 0.441184 1.340261 -0.24 0.14 -0.49 0.24
H 1.810428 1.749826 0.157649 -0.36 -0.32 0.02 0.24
H 2.231906 0.081584 -0.468163 -0.35 1.35 1.74 0.22
H -0.336914 1.909664 3.095722 0.47 -1.19 -0.52 0.23
H 0.797745 -0.692795 3.543061 -0.91 -0.02 -1.28 0.22
H -2.047695 -2.248071 1.225566 -0.37 -0.13 -0.04 0.21
H -3.046334 0.441940 0.605389 -0.98 -0.10 -0.46 0.22

=====

No. 4
25
Properties=species:S:1:pos:R:3:forces:R:3:nbo_charge:R:1 method="wB97M-V/def2-TZVPD" orbital_gap_ev=7.6557 largest_force_ha_per_bohr=0.098 total_charge=-1 spin_multiplicity=1 e_homo_ha=-0.153 smiles="O=C([O-])[C@H]1c2[nH]ncc2CCC12CC2"
O -0.709659 3.114843 -0.905436 1.13 1.28 -1.37 -0.76
C -1.518281 2.431038 -0.305609 3.91 -1.35 1.24 0.80
O -2.694053 2.555982 -0.132219 -4.15 0.45 0.52 -0.77
C -0.828384 1.187920 0.514672 -1.96 -1.36 -1.01 -0.36
C -1.922013 0.025375 0.268332 4.34 1.22 2.27 0.20
N -3.159881 0.051390 0.686677 -2.85 3.03 0.40 -0.35
N -3.845268 -1.044900 0.386447 -0.42 -0.40 -0.92 -0.31
C -2.942878 -1.807880 -0.212413 -0.01 -0.06 1.49 -0.07
C -1.660358 -1.262060 -0.133970 1.05 0.29 -1.50 -0.19
C -0.295250 -1.629457 -0.701724 -0.49 1.18 -1.14 -0.40
C 0.359537 -0.256213 -1.200774 0.79 -0.64 -2.47 -0.38
C 0.550305 0.705027 -0.047562 -2.32 0.95 1.30 -0.04
C 1.658040 1.701358 0.290686 0.28 -2.04 -3.15 -0.39
C 1.627775 0.423681 0.978080 -1.86 -1.68 2.68 -0.45
H -0.764968 1.515786 1.597857 -0.17 -0.58 -1.10 0.21
H -3.690030 0.965212 0.707555 1.11 -1.25 0.30 0.45
H -3.288217 -2.722755 -0.548995 -0.25 -1.87 -0.66 0.18
H 0.499196 -1.828703 0.033092 -0.77 -1.16 0.14 0.20
H -0.453326 -2.442750 -1.521854 0.85 1.45 1.38 0.20
H 1.362895 -0.525355 -1.523374 0.51 -0.23 -0.04 0.19
H -0.047074 0.111279 -2.220565 -0.13 -0.03 2.04 0.22
H 1.370650 2.514204 0.818114 -0.98 2.49 1.33 0.22
H 2.281780 1.913799 -0.552115 0.80 -0.03 -0.07 0.21
H 2.284297 -0.436547 0.869974 0.20 0.37 -0.28 0.20
H 1.111029 0.445511 2.009249 1.41 -0.03 -1.37 0.20

=====

No. 5
26
Properties=species:S:1:pos:R:3:forces:R:3:nbo_charge:R:1 method="wB97M-V/def2-TZVPD" orbital_gap_ev="4.5653 / 6.8595" largest_force_ha_per_bohr=0.084 total_charge=-1 spin_multiplicity=3 e_homo_ha="-0.070 / -0.156"
Pt 1.050960 0.167964 -0.331148 1.45 2.04 -0.62 0.58
N 0.432117 -1.920873 3.389912 -0.56 -0.91 2.07 -0.81
C 0.770538 -1.317277 2.262013 -0.98 1.11 -4.04 0.68
O -0.081770 -0.735500 1.506132 1.59 -1.98 3.42 -0.65
C 2.239734 -1.482812 1.776162 -0.45 0.79 1.65 -0.51
C 2.339086 -1.339247 0.308499 -0.88 -0.23 -1.44 -0.75
H -0.545786 -2.002169 3.659348 0.45 0.34 -0.24 0.40
H 1.108292 -2.362063 4.021574 -0.37 0.39 -0.82 0.39
H 2.584974 -2.463911 2.111017 0.17 -0.05 0.47 0.18
H 2.767365 -0.670829 2.350937 -0.02 -0.75 -0.61 0.22
H 1.921125 -2.190753 -0.239522 0.39 -0.32 0.30 0.20
H 3.277388 -1.035471 -0.160917 0.14 -0.14 0.52 0.22
S 2.517076 1.856210 -1.190648 0.19 0.14 0.13 -0.25
C 2.507885 1.291526 -2.761889 0.27 0.18 -0.89 0.06
N 2.553368 0.985511 -3.883475 -0.08 -0.07 0.36 -0.48
C -3.440887 1.320697 -1.352829 -0.05 0.70 0.32 -0.26
C -2.679854 0.608613 -2.252307 0.07 0.11 0.08 -0.23
C -1.339671 0.405173 -1.980821 -0.40 -0.02 -1.11 -0.25
C -0.759155 0.929648 -0.847131 0.43 -1.04 0.58 -0.27
C -1.497058 1.726356 0.023640 -0.28 0.17 -0.12 -0.19
C -2.829538 1.951200 -0.254846 -1.21 -0.02 -0.12 -0.25
H -4.499689 1.434340 -1.528406 -0.19 0.19 0.01 0.19
H -3.093788 0.243558 -3.176421 -0.30 -0.26 -0.13 0.19
H -0.781553 -0.151021 -2.739224 0.17 0.09 0.51 0.21
H -1.051279 2.159333 0.917978 0.02 -0.13 -0.17 0.19
H -3.469879 2.591795 0.372374 0.44 -0.33 -0.10 0.19

=====

No. 6
26
Properties=species:S:1:pos:R:3:forces:R:3:nbo_charge:R:1 method="wB97M-V/def2-TZVPD" orbital_gap_ev=9.5389 largest_force_ha_per_bohr=0.096 total_charge=0 spin_multiplicity=1 e_homo_ha=-0.327 smiles="O=[N+]([O-])N1Cc2ccccc2N1C1CC1"
O -2.309627 2.594545 2.968155 0.67 -0.47 -0.98 -0.45
N -1.661382 2.590580 1.900807 -1.40 -0.41 1.51 0.63
O -1.254228 3.576731 1.346393 0.28 0.50 -0.50 -0.40
N -1.422799 1.393175 1.363382 1.91 0.08 -3.47 -0.13
C -1.841769 0.097662 1.803041 1.39 -1.61 0.00 -0.26
C -1.351584 -0.778565 0.635589 -1.14 -0.27 -0.42 -0.05
C -1.702188 -2.127404 0.424526 0.94 1.10 -0.47 -0.20
C -1.398417 -2.641032 -0.815414 0.44 -0.17 -0.62 -0.20
C -0.809940 -1.923170 -1.864143 -0.28 -0.97 2.38 -0.20
C -0.521488 -0.639868 -1.647274 0.13 2.92 -0.42 -0.25
C -0.812877 -0.072459 -0.428652 -0.43 1.81 1.65 0.19
N -0.703596 1.358102 -0.161636 -2.60 -0.31 1.94 -0.20
C 0.587270 1.905854 0.019875 0.23 0.77 1.61 -0.11
C 1.624239 1.054911 0.617461 -0.44 -3.27 -1.86 -0.44
C 1.771809 1.652425 -0.772415 -1.46 -4.28 -1.97 -0.39
H -2.958668 -0.058263 1.794247 1.17 0.43 0.96 0.24
H -1.166074 -0.238512 2.689496 -2.02 0.65 -0.77 0.24
H -2.069741 -2.776410 1.193454 -0.40 -0.02 0.31 0.22
H -1.552976 -3.654250 -1.032648 -0.38 -1.45 0.09 0.21
H -0.315385 -2.375014 -2.650855 0.00 -1.23 -1.92 0.22
H -0.212132 0.015875 -2.451218 0.40 -0.10 0.02 0.22
H 0.677064 2.915088 0.355031 -1.15 0.45 0.31 0.25
H 1.405813 -0.080750 0.645151 0.42 2.10 0.00 0.22
H 2.264661 1.400914 1.335628 1.36 0.81 1.81 0.22
H 2.401594 2.430895 -0.875472 1.95 2.50 -0.44 0.22
H 1.664829 1.020061 -1.696293 0.41 0.44 1.25 0.21